{"formula": "C4H9N3", "method": "ωB97M-V with the def2-TZVPD basis set", "total_energy_ha": -321.953952, "e_lumo_ha": 0.022, "e_above_lowest_ev": 3.712, "homo_energy_ha": -0.325, "mol_weight_da": 99.1, "elements": ["C", "C", "C", "C", "N", "N", "N", "H", "H", "H", "H", "H", "H", "H", "H", "H"], "xyz": [[0.302, -0.254, 1.095], [0.118, -1.042, 2.371], [-1.111, -1.685, -0.687], [-1.210, -0.234, -0.086], [1.356, 0.323, 0.697], [-1.465, 1.858, -0.643], [-0.797, 0.851, -0.821], [1.102, -1.129, 2.875], [-0.486, -0.331, 3.031], [-0.368, -1.989, 2.162], [-2.004, -1.943, -1.310], [-0.176, -1.648, -1.379], [-0.859, -2.251, 0.254], [-2.130, -0.117, 0.579], [1.260, 0.675, -0.257], [-1.159, 2.653, -1.128]], "forces_ev_per_angstrom": [[-1.015, 0.367, -2.391], [0.173, 2.379, 0.494], [1.712, 1.997, -0.438], [1.371, -2.824, 4.021], [-0.759, -1.143, 0.759], [-2.230, -0.725, 1.649], [0.350, 0.844, -1.874], [-0.554, -0.309, -0.432], [0.329, -1.377, -0.660], [-0.087, 0.014, 0.403], [0.722, -0.194, 0.949], [-1.573, -0.430, 1.163], [-0.799, -0.349, -1.649], [1.125, 0.261, -0.974], [-0.140, 0.268, 0.273], [1.375, 1.220, -1.296]]}